Entry 1:
Below is a molecular structure, C28H23FN6O6PtS at a distorted geometry, with properties calculated with ωB97M-V/def2-TZVPD.

Summary:
Expectation value of S²: 6.12
2S+1: 5
Energy above the lowest of the compared OMol25 structures with the same formula, charge and spin: 0.7389 eV
HOMO energy (alpha / beta): -6.205 / -7.921 eV
LUMO (alpha / beta): -0.14 / -1.38 eV
Charge: 0
F_max: 2.1 eV/Å
Frontier orbital gap (alpha / beta): 6.064 / 6.542 eV

Geometry as XYZ:
```
66
C28H23FN6O6PtS, DFT ωB97M-V/def2-TZVPD
Pt -0.005 -0.163 -0.611
C -4.215 7.123 3.377
O -4.653 6.437 2.232
C -3.996 6.617 1.052
C -4.273 5.653 0.076
C -3.616 5.655 -1.121
C -2.653 6.654 -1.397
C -2.456 7.679 -0.454
C -3.094 7.643 0.765
N -1.858 6.601 -2.476
N -1.797 5.623 -3.287
C -1.305 4.414 -3.136
C -1.513 3.477 -4.179
C -1.135 2.169 -4.078
C -0.537 1.659 -2.898
O -0.145 0.443 -2.779
C -0.343 2.570 -1.818
N 0.154 2.041 -0.664
C 0.506 2.868 0.307
C 0.416 4.246 0.198
C -0.164 4.799 -0.933
C -0.608 3.962 -1.948
H -4.705 6.631 4.218
H -4.504 8.179 3.363
H -3.130 7.044 3.496
H -4.993 4.887 0.306
H -3.798 4.884 -1.852
H -1.745 8.461 -0.673
H -2.885 8.410 1.494
H -2.029 3.827 -5.059
H -1.318 1.477 -4.886
H 0.892 2.430 1.214
H 0.773 4.873 0.998
H -0.257 5.870 -1.023
S -1.327 -1.999 -1.903
C -0.674 -2.921 -0.621
C -0.906 -4.288 -0.430
C -0.343 -4.911 0.655
C 0.456 -4.163 1.524
C 0.650 -2.826 1.262
N 0.101 -2.200 0.219
H -1.525 -4.813 -1.141
H -0.509 -5.963 0.831
H 0.915 -4.616 2.387
H 1.273 -2.242 1.920
C 2.102 0.238 2.013
H 2.448 1.222 2.340
H 2.404 0.047 0.982
H 2.512 -0.511 2.694
F -2.907 2.851 -0.083
C -2.806 1.569 0.295
C -2.158 1.261 1.435
N -2.054 -0.028 1.880
C -1.410 -0.310 3.137
C 0.099 -0.103 3.193
O 0.716 -0.222 4.215
O 0.668 0.189 2.023
C -2.647 -1.082 1.185
O -2.619 -2.217 1.597
N -3.301 -0.713 0.040
C -3.437 0.549 -0.542
O -4.034 0.715 -1.570
H -1.721 2.033 2.050
H -1.590 -1.371 3.357
H -1.853 0.279 3.948
H -3.681 -1.482 -0.508
```

---

Entry 2:
Below is a gas-phase ion, C5H7Br2N2O2 (charge +1) at a distorted geometry, with properties calculated with ωB97M-V/def2-TZVPD.

Summary:
Expectation value of S²: 2.01
2S+1: 3
Energy above the lowest of the compared OMol25 structures with the same formula, charge and spin: 1.0376 eV
HOMO energy (alpha / beta): -11.005 / -14.330 eV
LUMO (alpha / beta): -3.77 / -8.75 eV
Charge: +1
F_max: 6.5 eV/Å
Frontier orbital gap (alpha / beta): 7.233 / 5.577 eV

Geometry as XYZ:
```
18
C5H7Br2N2O2, DFT ωB97M-V/def2-TZVPD
C 0.333 0.546 0.132
C -1.883 -0.804 0.278
C -3.490 1.037 0.885
C 2.670 0.776 -0.012
C 1.561 -1.330 -0.773
N -2.594 0.135 0.800
N 1.456 0.066 -0.355
O -0.286 1.480 0.482
O -0.636 -0.788 0.123
Br -4.209 1.872 -0.548
Br -2.828 -2.413 -0.281
H -3.929 1.425 1.800
H 3.367 1.010 -0.883
H 2.423 1.822 0.304
H 3.088 0.100 0.745
H 2.467 -1.383 -1.537
H 1.809 -1.872 0.112
H 0.682 -1.681 -1.272
```

---

Entry 3:
Below is a molecular structure, C41H35ClN2Si2Ti at a distorted geometry, with properties calculated with ωB97M-V/def2-TZVPD.

Summary:
Expectation value of S²: 2.02
2S+1: 3
Energy above the lowest of the compared OMol25 structures with the same formula, charge and spin: 0.0000 eV
HOMO energy (alpha / beta): -5.332 / -7.369 eV
LUMO (alpha / beta): -0.60 / -0.31 eV
Charge: 0
F_max: 2.2 eV/Å
Frontier orbital gap (alpha / beta): 4.732 / 7.063 eV

Geometry as XYZ:
```
82
C41H35ClN2Si2Ti, DFT ωB97M-V/def2-TZVPD
C 0.616 -3.623 3.323
C 1.382 -2.414 3.176
C 0.458 -1.320 3.048
H 2.466 -2.319 3.222
C -0.877 -1.854 3.107
C -0.776 -3.271 3.282
H -1.615 -3.948 3.442
H 1.023 -4.621 3.501
H 0.711 -0.266 3.047
H -1.788 -1.259 3.103
Ti 0.176 -2.691 1.336
Si -0.468 3.581 -0.539
C 0.436 4.278 -2.023
C -0.047 4.221 -3.345
H -0.945 3.641 -3.572
C 0.645 4.888 -4.362
H 0.252 4.876 -5.383
C 1.837 5.561 -4.077
H 2.359 6.102 -4.866
C 2.365 5.535 -2.781
H 3.303 6.035 -2.554
C 1.681 4.864 -1.763
H 2.111 4.780 -0.759
C -2.235 4.134 -0.707
C -2.383 5.533 -0.672
H -1.498 6.164 -0.543
C -3.644 6.104 -0.846
H -3.740 7.185 -0.841
C -4.767 5.291 -1.042
H -5.751 5.749 -1.179
C -4.618 3.903 -1.075
H -5.489 3.268 -1.227
C -3.353 3.317 -0.930
H -3.233 2.233 -1.008
H 0.061 4.145 0.725
Si -0.205 1.226 -0.722
C -1.195 1.123 0.874
C -0.753 1.804 2.025
H 0.277 2.168 2.084
C -1.648 2.095 3.060
H -1.298 2.678 3.913
C -2.967 1.653 2.981
H -3.678 1.917 3.761
C -3.369 0.852 1.905
H -4.394 0.483 1.844
C -2.457 0.511 0.911
H -2.747 -0.192 0.126
C 1.650 1.188 -0.451
C 2.292 1.000 0.786
H 1.759 0.568 1.641
C 3.629 1.384 0.935
H 4.091 1.323 1.920
C 4.374 1.811 -0.162
H 5.419 2.103 -0.048
C 3.784 1.825 -1.428
H 4.355 2.115 -2.304
C 2.444 1.462 -1.579
H 1.989 1.430 -2.574
H -0.754 0.759 -2.002
Cl -0.167 -1.384 -0.496
C -2.849 -5.546 -0.045
C -2.291 -4.407 0.534
N -0.948 -4.257 0.596
C -0.101 -5.187 0.048
C -0.626 -6.373 -0.524
C -2.023 -6.538 -0.553
C 0.327 -7.323 -1.025
C 1.679 -7.077 -1.013
C 2.228 -5.852 -0.511
C 3.593 -5.510 -0.534
C 4.011 -4.273 -0.072
C 3.076 -3.379 0.447
N 1.773 -3.734 0.541
C 1.314 -4.925 0.040
H -3.932 -5.632 -0.069
H -2.883 -3.594 0.961
H -2.431 -7.444 -0.993
H -0.066 -8.264 -1.418
H 2.377 -7.820 -1.396
H 4.305 -6.224 -0.936
H 5.052 -3.970 -0.089
H 3.330 -2.374 0.795
```

---

Entry 4:
Below is C6H10 in the gas phase, with properties calculated with ωB97M-V/def2-TZVPD.

Summary:
Energy above the lowest of the compared OMol25 structures with the same formula, charge and spin: 1.3903 eV
HOMO energy: -9.871 eV
LUMO: 1.21 eV
Charge: 0
F_max: 0.2 eV/Å
Frontier orbital gap: 11.083 eV

Geometry as XYZ:
```
16
C6H10, DFT ωB97M-V/def2-TZVPD
C -1.351 0.369 0.818
C -1.774 -0.080 -0.560
C -0.328 -0.032 -0.201
C 0.684 -1.161 -0.039
C 1.701 -0.056 0.318
C 0.829 0.921 -0.511
H -1.577 -0.262 1.675
H -1.407 1.437 1.024
H -2.210 0.644 -1.243
H -2.211 -1.074 -0.619
H 0.926 -1.585 -1.023
H 0.490 -1.976 0.665
H 2.752 -0.190 0.053
H 1.618 0.183 1.384
H 1.121 0.903 -1.568
H 0.738 1.958 -0.174
```

---

Entry 5:
Below is C3H4Si in the gas phase at a distorted geometry, with properties calculated with ωB97M-V/def2-TZVPD.

Summary:
Energy above the lowest of the compared OMol25 structures with the same formula, charge and spin: 2.1327 eV
HOMO energy: -8.320 eV
LUMO: -0.57 eV
Charge: 0
F_max: 2.9 eV/Å
Frontier orbital gap: 7.749 eV

Geometry as XYZ:
```
8
C3H4Si, DFT ωB97M-V/def2-TZVPD
C 0.277 0.168 0.170
C -1.163 -0.733 0.011
C -0.031 -1.133 -0.459
Si 0.439 1.953 -0.597
H 0.617 -0.144 1.252
H -2.086 -0.392 0.432
H 0.417 -1.930 -1.052
H 1.531 2.212 0.244
```

---

Entry 6:
Below is a gas-phase ion, C9H14N2O2 (charge +2) at a distorted geometry, with properties calculated with ωB97M-V/def2-TZVPD.

Summary:
Energy above the lowest of the compared OMol25 structures with the same formula, charge and spin: 2.0042 eV
HOMO energy (alpha / beta): -17.432 / -17.432 eV
LUMO (alpha / beta): -10.09 / -10.09 eV
Charge: +2
F_max: 5.4 eV/Å
Frontier orbital gap (alpha / beta): 7.343 / 7.342 eV

Geometry as XYZ:
```
27
C9H14N2O2, DFT ωB97M-V/def2-TZVPD
C -1.390 0.251 0.472
C -0.716 0.698 -0.609
C 0.275 -1.595 0.892
C -1.718 -1.326 2.052
C -1.306 1.693 -1.618
C 0.478 -0.113 -1.100
C -1.944 2.875 -1.078
C 2.255 -1.775 -0.544
C 1.975 0.201 0.964
N -0.981 -0.853 1.143
N 1.223 -0.798 0.011
O 0.460 -2.666 1.322
O -1.209 1.317 -2.747
H -2.344 0.790 0.681
H -1.418 -2.253 2.632
H -2.658 -0.906 2.206
H 0.239 -0.830 -1.827
H 1.259 0.570 -1.608
H -2.249 3.596 -1.907
H -1.295 3.558 -0.498
H -2.790 2.499 -0.615
H 2.242 -1.508 -1.543
H 3.156 -1.661 -0.015
H 1.993 -2.814 -0.306
H 2.855 0.577 0.582
H 1.301 0.878 1.261
H 2.308 -0.407 1.796
```

---

Entry 7:
Below is a gas-phase ion, C7H14N3O2 (charge +1) at a distorted geometry, with properties calculated with ωB97M-V/def2-TZVPD.

Summary:
Energy above the lowest of the compared OMol25 structures with the same formula, charge and spin: 7.3596 eV
HOMO energy (alpha / beta): -12.767 / -12.767 eV
LUMO (alpha / beta): -3.63 / -3.63 eV
Charge: +1
F_max: 4.2 eV/Å
Frontier orbital gap (alpha / beta): 9.140 / 9.141 eV

Geometry as XYZ:
```
26
C7H14N3O2, DFT ωB97M-V/def2-TZVPD
C -0.396 -1.910 0.488
C -1.439 -1.168 0.388
C 1.313 0.030 0.329
C 1.765 0.159 1.742
C -1.053 2.745 -0.728
C 1.195 -1.783 -1.445
C 0.136 2.023 -0.186
N 0.173 0.770 -0.237
N -2.477 -0.430 0.402
N 1.000 -1.437 0.010
O -3.450 -0.920 -0.549
O -2.681 0.591 1.016
H -0.151 -2.771 1.107
H 2.137 0.304 -0.386
H 2.269 0.985 2.092
H 2.566 -0.620 1.968
H 0.794 0.034 2.199
H -1.504 2.147 -1.527
H -1.751 2.729 0.117
H -0.715 3.719 -1.103
H 0.620 -1.243 -2.208
H 2.189 -1.565 -1.825
H 1.051 -2.815 -1.578
H -4.218 -0.357 -0.677
H 0.876 2.729 0.178
H 1.753 -1.945 0.414
```

---

Entry 8:
Below is a molecular structure, C27H30IrN3O4S5Se4, with properties calculated with ωB97M-V/def2-TZVPD.

Summary:
Expectation value of S²: 0.75
2S+1: 2
Energy above the lowest of the compared OMol25 structures with the same formula, charge and spin: 0.3674 eV
HOMO energy (alpha / beta): -4.640 / -4.717 eV
LUMO (alpha / beta): 1.80 / 1.80 eV
Charge: -1
F_max: 0.9 eV/Å
Frontier orbital gap (alpha / beta): 6.442 / 6.519 eV

Geometry as XYZ:
```
74
C27H30IrN3O4S5Se4, DFT ωB97M-V/def2-TZVPD
Ir 0.345 0.707 0.143
Se 0.424 3.127 0.006
Se -1.566 3.470 -1.154
Se -2.981 2.645 0.494
Se -1.858 0.610 0.837
C 8.749 -3.668 -3.968
C 7.244 -3.635 -4.053
C 6.567 -4.736 -4.569
C 5.183 -4.731 -4.647
C 4.463 -3.637 -4.203
C 5.125 -2.517 -3.691
N 4.453 -1.415 -3.166
C 3.183 -0.952 -3.462
C 2.568 -1.238 -4.689
C 1.314 -0.743 -4.993
C 0.643 0.070 -4.091
C 1.256 0.375 -2.889
C 2.505 -0.123 -2.531
C 3.119 0.230 -1.186
O 4.338 0.054 -1.021
O 2.381 0.659 -0.239
C 6.531 -2.511 -3.628
C 7.234 -1.298 -3.083
H 9.123 -4.660 -4.218
H 9.101 -3.414 -2.967
H 9.205 -2.955 -4.661
H 7.129 -5.600 -4.902
H 4.658 -5.594 -5.038
H 3.383 -3.653 -4.228
H 4.807 -0.975 -2.308
H 3.103 -1.824 -5.422
H 0.869 -0.981 -5.952
H -0.335 0.475 -4.319
H 0.747 1.054 -2.212
H 6.691 -0.390 -3.344
H 8.249 -1.216 -3.468
H 7.294 -1.321 -1.990
C -5.371 -0.509 1.523
S -4.132 -1.659 2.169
C -3.698 -2.519 0.691
C -3.199 -2.030 -0.470
S -2.835 -0.414 -1.008
S -2.933 -3.229 -1.725
C -3.514 -4.618 -0.881
S -3.578 -6.127 -1.537
S -4.006 -4.241 0.722
H -5.570 0.201 2.325
H -6.288 -1.031 1.258
H -4.972 0.031 0.666
N 0.514 -1.357 -0.141
C 0.967 -2.406 -0.276
N 1.479 -3.598 -0.466
C 0.843 -4.807 0.058
C 0.877 -5.900 -1.000
C 2.295 -6.105 -1.529
C 2.861 -4.795 -2.074
C 2.844 -3.729 -0.991
H -0.177 -4.562 0.351
H 1.384 -5.132 0.956
H 0.211 -5.617 -1.820
H 0.478 -6.822 -0.572
H 2.302 -6.876 -2.301
H 2.939 -6.463 -0.716
H 2.244 -4.449 -2.909
H 3.879 -4.920 -2.446
H 3.171 -2.756 -1.360
H 3.507 -4.019 -0.166
C 0.458 0.668 4.572
C -0.015 0.732 3.132
O -1.039 1.396 2.867
O 0.657 0.060 2.284
H 0.396 1.656 5.026
H 1.472 0.283 4.631
H -0.214 0.006 5.121
```